C59H72BINO24S2 | wB97M-V/def2-TZVPD

Geometry (Å):
C -0.7407 -5.1214 -1.6373
C -1.6267 -5.3438 -2.8716
C -2.7548 -4.3124 -3.0520
C -4.1387 -4.7491 -2.5509
C -4.2339 -5.2724 -1.0966
C -5.0256 -4.3705 -0.1254
C -4.1578 -3.7210 0.9597
C -3.0584 -2.8288 0.3619
N -2.8482 -1.5364 1.0892
C -2.8566 -0.3763 0.1797
C -4.2475 0.1701 -0.1223
C -5.1885 -0.7618 -0.8813
C -6.3318 -0.0382 -1.6161
C -6.7106 -0.6864 -2.9676
C -6.4636 0.2179 -4.1785
C -5.0098 0.3389 -4.6832
C -4.1140 -0.8973 -4.5655
C -1.6052 -1.6595 1.7729
S -1.5759 -2.0393 3.3412
S -0.0891 -1.5289 0.8128
C 0.3488 0.2113 1.1306
C 1.7812 0.5275 0.6877
C 1.8810 0.8945 -0.8020
B 2.0798 -0.3887 -1.8194
C 1.3655 -0.0051 -3.2576
I 0.6590 -1.7210 -4.3726
C 2.2134 0.8882 -4.1683
C 3.4968 0.2508 -4.7191
H -0.5541 -4.0576 -1.4694
H -1.1539 -5.5747 -0.7361
H 0.2344 -5.5940 -1.7881
H -0.9762 -5.2802 -3.7480
H -2.0455 -6.3562 -2.8621
H -2.4507 -3.3703 -2.5871
H -2.8569 -4.0941 -4.1200
H -4.8020 -3.8772 -2.6332
H -4.5490 -5.4938 -3.2407
H -3.2306 -5.4312 -0.6948
H -4.6994 -6.2619 -1.1183
H -5.8051 -4.9504 0.3798
H -5.5351 -3.5889 -0.6958
H -4.7753 -3.1406 1.6486
H -3.6781 -4.5197 1.5363
H -3.2888 -2.5859 -0.6740
H -2.1212 -3.3938 0.3706
H -2.3266 -0.5961 -0.7589
H -2.3115 0.4261 0.6784
H -4.7222 0.5125 0.8027
H -4.0810 1.0648 -0.7362
H -4.6196 -1.3437 -1.6108
H -5.6174 -1.4722 -0.1691
H -6.0205 0.9980 -1.7848
H -7.2145 -0.0311 -0.9715
H -7.7805 -0.9182 -2.9572
H -6.2011 -1.6469 -3.0775
H -7.1262 -0.0641 -5.0025
H -6.7874 1.2219 -3.8776
H -4.5185 1.1950 -4.2127
H -5.0631 0.5840 -5.7494
H -3.0642 -0.6072 -4.6565
H -4.2062 -1.4088 -3.6087
H -4.3013 -1.6113 -5.3713
H -0.3394 0.8684 0.5935
H 0.2142 0.3780 2.2028
H 2.1030 1.4007 1.2726
H 2.4483 -0.3040 0.9395
H 0.9836 1.4837 -1.0556
H 2.7336 1.5809 -0.9144
H 1.5876 -1.4119 -1.3464
H 3.2828 -0.6020 -1.9936
H 0.4545 0.5615 -3.0370
H 1.6050 1.2828 -4.9862
H 2.4957 1.7311 -3.5246
H 3.6928 0.5705 -5.7483
H 4.3668 0.5203 -4.1180
H 3.4279 -0.8378 -4.7265
C 1.4764 4.4955 2.3792
C 0.3394 3.7833 2.2857
C -0.6449 3.9661 1.1423
O -1.6292 3.2514 1.1651
C -0.3598 4.9577 0.1315
C 0.7725 5.6684 0.2303
C 1.7589 5.4642 1.3605
O 2.7613 6.1681 1.3215
O 1.1428 6.6016 -0.6293
O -0.0256 2.8631 3.1489
H 2.1815 4.3597 3.1877
H -1.0672 5.0910 -0.6741
H 2.0028 6.9408 -0.3143
H -0.8734 2.5046 2.8146
C 7.0944 8.8252 2.1467
C 8.3283 8.3427 2.3361
C 8.5864 6.8807 2.6316
O 9.7581 6.5650 2.7726
C 7.4667 5.9848 2.7266
C 6.2205 6.4561 2.5343
C 5.9609 7.9207 2.2262
O 4.8085 8.2692 2.0713
O 5.1545 5.6911 2.6046
O 9.4358 9.0686 2.2899
H 6.8989 9.8674 1.9381
H 7.6604 4.9440 2.9399
H 4.3317 6.1841 2.3866
H 10.1629 8.4369 2.4605
C -1.3710 -7.1876 3.2865
C -1.1863 -7.6338 4.5345
C -0.0734 -7.1205 5.4234
O -0.0239 -7.5994 6.5468
C 0.8292 -6.1317 4.9017
C 0.6534 -5.6765 3.6463
C -0.4759 -6.1744 2.7622
O -0.5687 -5.6884 1.6525
O 1.4340 -4.7693 3.1035
O -1.9391 -8.5520 5.1233
H -2.1650 -7.5463 2.6468
H 1.6263 -5.7756 5.5386
H 1.0988 -4.5823 2.2040
H -1.5622 -8.6559 6.0195
C 7.6255 1.4709 1.0600
C 7.6559 0.1688 1.3761
C 6.5072 -0.5240 2.0852
O 6.6610 -1.7115 2.3102
C 5.3480 0.2513 2.4537
C 5.3202 1.5560 2.1421
C 6.4506 2.2397 1.4048
O 6.2909 3.4177 1.1452
O 4.3178 2.3602 2.4509
O 8.6649 -0.6429 1.1102
H 8.4348 1.9699 0.5462
H 4.5377 -0.2433 2.9704
H 4.5505 3.2544 2.1292
H 8.3866 -1.5197 1.4436
C 2.5180 6.5415 -7.6555
C 1.9585 5.8274 -6.6668
C 2.2522 4.3526 -6.4609
O 1.6940 3.8225 -5.5219
C 3.1551 3.6841 -7.3730
C 3.7106 4.3998 -8.3599
C 3.4312 5.8767 -8.5541
O 4.0100 6.4182 -9.4816
O 4.5513 3.9083 -9.2579
O 1.1109 6.3132 -5.7795
H 2.3162 7.5921 -7.8084
H 3.3494 2.6312 -7.2216
H 4.7878 4.6583 -9.8365
H 0.8882 5.5627 -5.1905
C -5.5129 -4.0173 6.4597
C -6.1454 -3.5982 7.5627
C -5.5517 -2.5655 8.4991
O -6.2374 -2.2602 9.4625
C -4.2515 -2.0229 8.2038
C -3.6100 -2.4393 7.0976
C -4.2079 -3.4653 6.1524
O -3.5382 -3.7611 5.1849
O -2.4248 -2.0049 6.7279
O -7.3362 -4.0289 7.9537
H -5.9291 -4.7535 5.7868
H -3.8321 -1.2920 8.8803
H -2.2132 -2.4390 5.8761
H -7.5296 -3.5414 8.7785

Values from the calculation:
* orbital gap: 5.2 eV
* LUMO: -0.113 eV
* largest force on an atom: 0.87 eV Å⁻¹
* charge: -1
* E_HOMO: -5.28 eV
* M: 1381.058 g/mol

C44H55MnN2O5P2S3Si | wB97M-V/def2-TZVPD

Geometry (Å):
Mn 0.4893 -1.0168 0.2251
S -2.4961 0.8785 0.3846
P -0.7236 1.9713 0.0946
C 0.5085 0.9559 0.6502
P 2.1652 1.1282 0.2086
S 2.8837 -0.7356 0.4976
C 3.1142 2.3514 1.1577
C 4.2204 1.9709 1.9112
C 4.9214 2.9176 2.6522
C 4.5178 4.2439 2.6485
C 3.4105 4.6332 1.9024
C 2.7145 3.6901 1.1611
C 2.4618 1.5897 -1.5284
C 1.7379 0.9453 -2.5360
C 1.9454 1.2579 -3.8686
C 2.8911 2.2184 -4.2169
C 3.6232 2.8558 -3.2287
C 3.4082 2.5453 -1.8875
C -1.0254 3.4073 1.1416
C -0.2889 3.5541 2.3131
C -0.5283 4.6398 3.1466
C -1.5126 5.5618 2.8206
C -2.2629 5.4108 1.6579
C -2.0186 4.3382 0.8124
C -0.7959 2.6090 -1.6039
C 0.0169 3.6944 -1.9370
C 0.0583 4.1651 -3.2416
C -0.7227 3.5647 -4.2209
C -1.5442 2.4951 -3.8941
C -1.5788 2.0130 -2.5911
H 4.5289 0.9333 1.9178
H 5.7836 2.6156 3.2352
H 5.0647 4.9787 3.2276
H 3.0914 5.6695 1.8999
H 1.8488 4.0010 0.5876
H 0.9910 0.2147 -2.2786
H 1.3650 0.7623 -4.6397
H 3.0556 2.4649 -5.2598
H 4.3655 3.5999 -3.4970
H 3.9881 3.0495 -1.1260
H 0.4633 2.8142 2.5630
H 0.0515 4.7618 4.0534
H -1.6977 6.4066 3.4747
H -3.0313 6.1335 1.4088
H -2.5856 4.2309 -0.1070
H 0.6165 4.1832 -1.1774
H 0.6961 5.0044 -3.4920
H -0.6947 3.9369 -5.2383
H -2.1623 2.0326 -4.6547
H -2.2218 1.1761 -2.3482
C -1.6258 -5.0230 -2.2263
C -3.0036 -4.4627 -1.9444
C -3.9754 -5.5727 -1.5841
C -3.5001 -3.6603 -3.1376
O -2.8813 -3.6267 -0.7496
Si -3.4123 -2.2146 -0.1891
S -1.7017 -0.8335 -0.5185
O -3.6453 -2.2301 1.3947
C -3.6502 -3.1067 2.5564
C -2.6146 -2.5332 3.5057
C -5.0356 -3.0401 3.1691
C -3.2948 -4.5314 2.1628
O -4.6155 -1.5886 -1.0407
C -5.9440 -1.0048 -0.9587
C -6.8148 -1.7894 -1.9226
C -5.8247 0.4415 -1.4001
C -6.4763 -1.1053 0.4594
H -1.6793 -5.7445 -3.0462
H -1.2285 -5.5292 -1.3407
H -0.9479 -4.2198 -2.5156
H -4.1137 -6.2467 -2.4332
H -4.9504 -5.1530 -1.3163
H -3.5978 -6.1510 -0.7372
H -3.5103 -4.3030 -4.0212
H -2.8383 -2.8101 -3.3371
H -4.5085 -3.2811 -2.9740
H -2.8734 -1.5045 3.7721
H -1.6309 -2.5393 3.0256
H -2.5645 -3.1338 4.4189
H -5.3228 -2.0007 3.3441
H -5.0478 -3.5712 4.1252
H -5.7739 -3.5040 2.5111
H -2.3000 -4.5870 1.7110
H -4.0202 -4.9334 1.4495
H -3.3025 -5.1649 3.0537
H -6.4287 -1.7050 -2.9410
H -7.8373 -1.4043 -1.9070
H -6.8408 -2.8455 -1.6412
H -5.2838 0.5020 -2.3487
H -5.2937 1.0407 -0.6564
H -6.8214 0.8668 -1.5415
H -6.5760 -2.1506 0.7640
H -7.4621 -0.6377 0.5150
H -5.8118 -0.5977 1.1635
O 0.4544 -1.4914 2.5023
C 1.2768 -2.5079 3.0742
N 0.6666 -3.8162 3.1499
C 0.6624 -4.7793 2.1683
O 0.2851 -5.9148 2.3561
C 1.1212 -4.3238 0.8085
C 2.1099 -4.9659 0.0873
C 2.5007 -4.4355 -1.1373
C 1.9062 -3.2741 -1.5955
N 0.8971 -2.6983 -0.9372
C 0.5156 -3.2367 0.2240
H -0.0976 -1.0509 3.1530
H 1.5809 -2.2165 4.0737
H 2.1535 -2.5400 2.4466
H 0.2864 -4.1293 4.0289
H 2.5794 -5.8576 0.4899
H 3.2863 -4.9002 -1.7194
H 2.2379 -2.7842 -2.5021
H -0.3812 -2.7718 0.6853

Values from the calculation:
* expectation value of S²: 0.780
* orbital gap (alpha / beta): 7.5 / 7.5 eV
* LUMO (alpha / beta): -2.450 / -2.430 eV
* largest force on an atom: 1.08 eV Å⁻¹
* charge: +1
* E_HOMO (alpha / beta): -9.93 / -9.93 eV
* 2S+1: 2
* M: 933.106 g/mol

C27H26Co2N3O6S | wB97M-V/def2-TZVPD

Geometry (Å):
C -3.7855 2.3518 -0.3379
C -3.7038 1.3555 0.8127
C -3.7777 2.1169 2.1318
N -4.8572 0.4124 0.7586
C -4.4344 -0.7998 0.8264
S -5.5112 -2.1576 0.8870
C -7.0406 -1.0631 0.9646
C -8.2601 -1.9097 0.8827
N -9.1892 -2.6056 0.8116
C -2.8890 -0.9524 0.8720
C -2.4792 -1.4786 2.2442
C -2.4339 -1.8057 -0.3030
N -2.4898 0.4652 0.7034
C -1.2854 1.0312 0.8558
C 0.1358 0.7292 0.3370
C 1.1101 1.5465 1.2472
H -4.7660 2.8476 -0.3170
H -3.0031 3.1130 -0.2356
H -3.6769 1.8413 -1.3032
H -4.7602 2.6072 2.1950
H -3.6832 1.4381 2.9895
H -3.0074 2.8928 2.1799
H -7.0045 -0.5389 1.9298
H -7.0035 -0.3490 0.1327
H -2.8765 -2.4910 2.3802
H -1.3866 -1.5038 2.3326
H -2.8994 -0.8401 3.0355
H -3.1402 -2.6294 -0.4770
H -2.3914 -1.1930 -1.2156
H -1.4559 -2.2490 -0.0988
H -1.3807 2.0733 1.2018
H 0.1993 1.1959 -0.6666
H 1.9407 1.9703 0.6706
H 0.6072 2.3983 1.7202
H 1.5414 0.8950 2.0236
O 4.5217 2.9443 0.1172
C 3.9016 2.3537 -0.6630
Co 3.0207 1.4423 -1.8468
C 1.5922 2.4350 -2.1491
O 0.7194 3.1741 -2.3447
C 4.1228 1.8050 -3.1401
O 4.8894 2.1394 -3.9384
C 3.1377 -0.3370 -0.8413
C 4.4220 -0.7311 -0.2068
C 5.6539 -0.3987 -0.7987
C 6.8533 -0.7614 -0.1820
C 6.8383 -1.4712 1.0231
C 5.6154 -1.8530 1.5898
C 4.4141 -1.5087 0.9664
C 1.8170 -0.6566 -0.6762
C 0.6845 -0.6192 0.2486
Co 2.2954 -0.8363 -2.3592
C 3.7103 -0.8573 -3.4113
O 4.5516 -1.0164 -4.1872
C 1.2123 0.1639 -3.3809
O 0.4719 0.5286 -4.1981
C 1.8341 -2.4762 -2.7903
O 1.5675 -3.5337 -3.1758
H 5.6644 0.1384 -1.7526
H 7.7964 -0.4798 -0.6534
H 7.7771 -1.7350 1.5153
H 5.5846 -2.4214 2.5211
H 3.4544 -1.8360 1.3747
H -0.0541 -1.3507 -0.0892
H 0.9677 -0.9601 1.2571

Values from the calculation:
* orbital gap: 3.2 eV
* LUMO: 1.894 eV
* largest force on an atom: 4.70 eV Å⁻¹
* charge: -1
* E_HOMO: -1.31 eV
* M: 638.453 g/mol

C2H7N2O | wB97M-V/def2-TZVPD

Geometry (Å):
C 0.2313 -0.2026 0.2344
C 1.3703 -0.6684 1.1307
N -0.0148 1.4270 -1.2558
N -0.9831 -0.5932 0.3198
O -1.2913 1.1184 -1.5391
H 2.2117 -0.0212 1.3242
H 1.0361 -1.1569 1.9769
H 1.7602 -1.3151 0.4606
H 0.5240 1.0885 -2.0774
H -1.2191 -1.4419 0.8088
H -1.7893 -0.1734 -0.2510
H -1.8361 1.9386 -1.1322

Values from the calculation:
* orbital gap (alpha / beta): 9.6 / 9.6 eV
* LUMO (alpha / beta): -5.300 / -5.298 eV
* largest force on an atom: 4.00 eV Å⁻¹
* charge: +1
* E_HOMO (alpha / beta): -14.87 / -14.87 eV
* energy relative to the best compared isomer or geometry (same formula, charge and spin): 135.4 kcal per mole
* M: 75.091 g/mol

Among the records above, which one has the lowest M?
C2H7N2O

What is the formula in the fourth record?
C2H7N2O